{"formula": "C37H27FO14S", "method": "wB97M-V/def2-TZVPD", "elements": ["C", "C", "C", "C", "C", "C", "C", "C", "C", "C", "C", "C", "C", "C", "O", "O", "C", "C", "C", "C", "O", "C", "C", "C", "C", "C", "C", "S", "O", "O", "F", "C", "O", "H", "H", "H", "H", "H", "H", "H", "H", "H", "H", "H", "H", "H", "H", "H", "H", "H", "H", "H", "C", "C", "C", "O", "C", "C", "C", "O", "O", "O", "H", "H", "H", "H", "C", "C", "C", "O", "C", "C", "C", "O", "O", "O", "H", "H", "H", "H"], "xyz": [[0.508, -4.367, -0.590], [1.326, -3.325, -1.324], [2.709, -3.359, -1.146], [3.554, -2.441, -1.750], [3.000, -1.478, -2.585], [1.627, -1.435, -2.768], [0.760, -2.339, -2.146], [-0.733, -2.215, -2.346], [-1.292, -1.171, -1.394], [-2.089, -1.541, -0.319], [-2.581, -0.603, 0.591], [-3.438, -1.038, 1.759], [-4.975, -0.909, 1.526], [-5.312, -0.571, 0.107], [-5.675, 0.511, -0.237], [-5.181, -1.588, -0.766], [-2.244, 0.738, 0.406], [-1.462, 1.108, -0.696], [-0.990, 0.174, -1.602], [-1.103, 2.539, -0.871], [-1.092, 3.082, -1.936], [-0.786, 3.238, 0.418], [-1.576, 2.877, 1.510], [-1.347, 3.466, 2.748], [-0.326, 4.394, 2.888], [0.476, 4.752, 1.814], [0.242, 4.172, 0.570], [1.327, 4.656, -0.743], [2.530, 5.113, -0.135], [0.698, 5.459, -1.720], [1.661, 3.265, -1.356], [-2.633, 1.838, 1.327], [-3.687, 1.915, 1.892], [0.330, -4.042, 0.434], [-0.428, -4.597, -1.082], [1.096, -5.278, -0.539], [3.150, -4.107, -0.501], [4.624, -2.446, -1.609], [3.613, -0.743, -3.082], [1.226, -0.674, -3.420], [-0.961, -1.964, -3.377], [-1.217, -3.161, -2.129], [-2.335, -2.583, -0.166], [-3.157, -2.053, 2.026], [-3.154, -0.412, 2.599], [-5.345, -0.099, 2.137], [-5.432, -1.854, 1.806], [-5.055, -1.175, -1.633], [-0.401, 0.507, -2.438], [-1.952, 3.176, 3.592], [-0.144, 4.814, 3.869], [1.287, 5.457, 1.900], [1.328, -3.834, -5.593], [1.978, -4.728, -6.349], [2.081, -4.583, -7.844], [2.705, -5.431, -8.452], [1.432, -3.445, -8.474], [0.780, -2.552, -7.718], [0.697, -2.689, -6.223], [0.099, -1.825, -5.606], [0.162, -1.490, -8.221], [2.579, -5.801, -5.850], [1.252, -3.925, -4.517], [1.500, -3.358, -9.549], [-0.222, -1.013, -7.460], [2.971, -6.270, -6.611], [2.387, 2.180, 7.429], [1.844, 2.922, 6.455], [1.072, 4.180, 6.754], [0.624, 4.809, 5.810], [0.898, 4.574, 8.138], [1.438, 3.829, 9.112], [2.232, 2.585, 8.815], [2.702, 1.977, 9.758], [1.321, 4.124, 10.399], [1.947, 2.607, 5.168], [2.945, 1.276, 7.227], [0.328, 5.470, 8.340], [1.806, 3.427, 10.883], [1.475, 3.300, 4.670]], "mulliken_charge": [-1.92, 1.50, -0.65, -0.72, -1.10, -0.16, 0.74, -1.61, 0.47, -0.86, 0.46, -1.29, -0.58, 0.52, -0.55, -0.46, 0.42, 0.71, -0.70, -0.43, -0.52, 0.19, 0.60, -1.13, -0.96, -0.73, 0.51, 1.32, -0.67, -0.56, -0.17, -0.07, -0.55, 0.31, 0.33, 0.56, 0.42, 0.43, 0.45, 0.43, 0.33, 0.52, 0.50, 0.60, 0.34, 0.32, 0.40, 0.35, 0.66, 0.51, 0.98, 0.56, -0.78, 0.29, 0.86, -0.62, -0.91, 0.19, 1.15, -0.62, -0.60, -0.58, 0.49, 0.43, 0.36, 0.36, -0.90, 0.37, 0.97, -0.57, -1.03, 0.28, 1.03, -0.61, -0.56, -0.56, 0.44, 0.45, 0.37, 0.28], "total_charge": 0, "gap_ev": 7.4, "max_force_ev_per_a": 1.18, "homo_ev": -9.18, "smiles": "Cc1ccccc1Cc1cc(CCC(=O)O)c2c(c1)C(=O)c1c(cccc1S(=O)(=O)F)C2=O.O=C1C=C(O)C(=O)C=C1O.O=C1C=C(O)C(=O)C=C1O"}